# 1
This record from OMol25 describes an isolated ion of composition C10H23NP and charge +1. The level of theory is ωB97M-V with the def2-TZVPD basis set.

Results
SMILES: CC[C@@H]1CC[C@@H](CC)P1(C)=[NH+]C
Energy above the lowest of the compared OMol25 structures with the same formula, charge and spin (kcal per mole): 0.0
Kohn-Sham gap (eV): 11.20
Net charge: +1
Multiplicity: 1

Atoms and positions in Å:
C1 4.077 -0.334 0.427
C2 2.808 -0.306 -0.512
C3 1.457 -0.529 0.239
C4 1.013 -1.973 -0.015
C5 -0.444 -2.193 0.489
C6 -1.159 -1.074 -0.245
C7 -2.419 -0.704 0.519
C8 -3.509 0.039 -0.291
P1 -0.063 0.431 -0.316
C9 -0.020 1.256 -1.904
N1 -0.332 1.696 0.795
C10 -1.174 2.906 0.827
H1 4.034 0.247 1.480
H2 4.852 0.029 -0.104
H3 4.335 -1.305 0.668
H4 2.994 -1.098 -1.199
H5 2.724 0.702 -0.935
H6 1.540 -0.339 1.286
H7 1.665 -2.668 0.331
H8 1.059 -1.941 -1.103
H9 -0.919 -3.107 0.235
H10 -0.446 -2.083 1.584
H11 -1.411 -1.422 -1.251
H12 -2.839 -1.642 0.880
H13 -2.187 -0.093 1.369
H14 -3.055 0.972 -0.608
H15 -4.299 0.109 0.400
H16 -3.918 -0.569 -1.058
H17 0.832 0.755 -2.414
H18 0.372 2.178 -1.829
H19 -1.020 1.219 -2.375
H20 -0.319 1.377 1.738
H21 -0.771 3.407 1.716
H22 -1.306 3.547 -0.069
H23 -2.152 2.511 1.242

# 2
This record from OMol25 describes the molecule C10H24BNO3. The level of theory is ωB97M-V with the def2-TZVPD basis set.

Results
SMILES: CCOCCCCCB(O)C[C@H](O)CN
Kohn-Sham gap (eV): 9.78
Multiplicity: 1

Atoms and positions in Å:
C1 4.048 2.030 -0.411
C2 4.702 0.528 -0.294
O1 3.748 -0.563 -0.559
C3 2.527 -0.436 0.256
C4 1.819 -1.931 0.395
C5 0.546 -2.161 -0.615
C6 -0.644 -3.119 -0.030
C7 -1.827 -2.349 0.801
B1 -2.655 -1.210 -0.073
O2 -3.971 -1.538 -0.708
C8 -2.066 0.315 -0.239
C9 -3.096 1.516 0.188
O3 -4.389 1.500 -0.535
C10 -2.306 2.940 -0.195
N1 -1.434 3.283 0.994
H1 3.273 2.270 0.441
H2 4.924 2.837 -0.329
H3 3.591 2.159 -1.487
H4 5.260 0.422 0.751
H5 5.545 0.443 -1.134
H6 2.718 0.002 1.330
H7 1.741 0.278 -0.270
H8 1.557 -2.181 1.508
H9 2.646 -2.721 0.064
H10 0.985 -2.721 -1.574
H11 0.208 -1.106 -0.991
H12 -0.122 -3.860 0.747
H13 -1.050 -3.833 -0.893
H14 -2.637 -3.184 1.071
H15 -1.474 -1.931 1.862
H16 -4.090 -2.540 -0.731
H17 -1.707 0.456 -1.361
H18 -1.085 0.399 0.433
H19 -3.271 1.426 1.364
H20 -4.504 2.354 -1.083
H21 -3.049 3.825 -0.400
H22 -1.675 2.721 -1.183
H23 -2.054 3.186 1.838
H24 -0.734 2.493 1.051

# 3
This record from OMol25 describes C10H24BaBr3NO6P as an isolated structure. The level of theory is ωB97M-V with the def2-TZVPD basis set.

Results
Energy above the lowest of the compared OMol25 structures with the same formula, charge and spin (kcal per mole): 5.1
Kohn-Sham gap (eV): 8.54
Net charge: +1
Multiplicity: 1

Atoms and positions in Å:
Ba1 -0.510 -0.574 -2.858
O1 -1.121 -0.174 -0.418
H1 -0.612 -0.120 0.381
C1 -3.810 -0.740 -1.369
O2 -3.190 -1.033 -2.386
N1 -4.916 -1.401 -0.989
C2 -5.393 -1.255 0.377
C3 -5.645 -2.334 -1.813
H2 -3.535 0.030 -0.650
H3 -6.427 -0.905 0.381
H4 -4.821 -0.550 0.977
H5 -5.339 -2.224 0.877
H6 -6.713 -2.286 -1.604
H7 -5.535 -2.052 -2.860
H8 -5.314 -3.367 -1.693
C4 -3.219 1.217 2.295
Br1 -3.898 2.416 0.890
Br2 -4.726 0.620 3.419
Br3 -1.852 2.119 3.351
H9 -2.740 0.366 1.828
C5 6.398 1.147 -2.082
C6 4.891 1.230 -1.944
O3 4.404 0.065 -1.238
P1 2.880 0.034 -0.804
O4 1.904 0.092 -1.921
O5 2.819 -1.278 0.081
C7 1.730 -1.499 1.001
C8 2.179 -2.488 2.065
O6 2.821 1.262 0.206
C9 1.636 2.077 0.421
C10 1.713 2.715 1.781
H10 6.633 0.175 -2.520
H11 6.730 1.915 -2.776
H12 6.879 1.223 -1.110
H13 4.612 2.155 -1.433
H14 4.393 1.210 -2.918
H15 1.409 -0.563 1.452
H16 0.908 -1.946 0.440
H17 1.367 -2.612 2.774
H18 2.522 -3.433 1.647
H19 3.090 -2.062 2.498
H20 1.629 2.776 -0.421
H21 0.713 1.501 0.319
H22 2.752 2.952 1.996
H23 1.003 3.544 1.801
H24 1.301 2.056 2.548

# 4
This record from OMol25 describes C10H24Cl2IrNOP2 as an isolated structure. The level of theory is ωB97M-V with the def2-TZVPD basis set.

Results
Kohn-Sham gap (alpha / beta) (eV): 8.37 / 8.10
Net charge: +2
<S²>: 6.0086
Multiplicity: 5

Atoms and positions in Å:
Ir1 -0.751 0.111 0.227
N1 -2.522 -3.202 -1.782
C1 -1.828 -2.099 -1.742
O1 -1.729 -1.461 -0.661
C2 -1.119 -1.559 -2.961
C3 -1.194 -0.075 -2.873
H1 -2.945 -3.531 -0.920
H2 -2.562 -3.771 -2.607
H3 -1.585 -1.906 -3.901
H4 -0.066 -1.898 -2.967
H5 -1.981 0.329 -2.285
H6 -0.539 0.566 -3.469
C4 -0.005 3.574 -1.254
P1 0.632 1.947 -0.707
C5 1.834 1.319 -2.007
C6 1.825 2.125 0.689
C7 2.412 0.707 1.031
P2 1.022 -0.365 1.625
C8 0.757 0.240 3.330
C9 1.660 -2.063 1.592
H7 0.804 4.261 -1.519
H8 -0.601 3.979 -0.440
H9 -0.684 3.522 -2.058
H10 2.745 1.899 -1.969
H11 1.421 1.471 -2.986
H12 2.002 0.282 -1.949
H13 1.268 2.490 1.568
H14 2.623 2.867 0.497
H15 3.221 0.736 1.789
H16 2.805 0.263 0.114
H17 1.639 0.145 3.963
H18 -0.115 -0.266 3.772
H19 0.451 1.304 3.260
H20 2.289 -2.305 2.505
H21 2.213 -2.192 0.694
H22 0.858 -2.754 1.595
Cl1 -2.053 -2.432 2.298
C10 -2.900 -0.901 2.709
Cl2 -2.979 0.261 1.328
H23 -2.354 -0.485 3.523
H24 -3.968 -1.131 2.947